# 1
Density functional theory data (ωB97M-V/def2-TZVPD) for a cluster of 4 separate species, C15H40ClFNO15P3S in total in a non-equilibrium geometry.

Bonds (Å) are listed after each position.
Geometry (Å):
1 C 0.0592 0.8285 -3.2898  C2 1.524, H14 1.091, H15 1.091, H16 1.086
2 C 0.8581 1.9568 -2.6478  C1 1.524, C3 1.540, H17 1.093, H18 1.088
3 C 1.7200 1.5949 -1.4241  C2 1.540, Cl4 1.796, N5 1.469, H19 1.086
4 Cl 3.1470 2.6808 -1.3335  C3 1.796
5 N 2.1713 0.2114 -1.2247  C3 1.469, C6 1.481, S10 1.642
6 C 1.2136 -0.6849 -0.5360  N5 1.481, C7 1.529, H20 1.080, H21 1.092
7 C 1.4597 -0.7655 0.9708  C6 1.529, C8 1.519, H22 1.094, H23 1.093
8 C 0.9704 0.4540 1.7319  C7 1.519, O9 1.429, H24 1.094, H25 1.093
9 O 1.9213 1.5197 1.7877  C8 1.429, H26 0.965
10 S 3.2068 -0.4100 -2.3370  N5 1.642, O11 1.416, O12 1.417, F13 1.590
11 O 4.3579 -0.9343 -1.6997  S10 1.416
12 O 3.2916 0.4314 -3.4737  S10 1.417
13 F 2.4003 -1.6956 -2.8124  S10 1.590
14 H -0.4695 1.2338 -4.1537  C1 1.091
15 H -0.7092 0.4393 -2.6197  C1 1.091
16 H 0.6824 0.0193 -3.6590  C1 1.086
17 H 0.1437 2.7055 -2.2970  C2 1.093
18 H 1.4803 2.4570 -3.3870  C2 1.088
19 H 1.1823 1.8283 -0.5098  C3 1.086
20 H 1.2336 -1.6802 -0.9555  C6 1.080
21 H 0.2029 -0.2969 -0.6773  C6 1.092
22 H 2.5175 -0.9565 1.1743  C7 1.094
23 H 0.8984 -1.6364 1.3197  C7 1.093
24 H 0.0775 0.8554 1.2440  C8 1.094
25 H 0.6911 0.1797 2.7528  C8 1.093
26 H 2.7890 1.1742 1.5447  O9 0.965
27 C -0.1631 -5.9060 -5.5148  O28 1.436, H35 1.088, H36 1.088, H37 1.088
28 O -1.3579 -5.5943 -4.7816  C27 1.436, P29 1.593
29 P -2.0316 -4.1579 -4.9266  O28 1.593, O30 1.463, O31 1.579, O33 1.574
30 O -1.7332 -3.5080 -6.2031  P29 1.463
31 O -1.6515 -3.3537 -3.6216  P29 1.579, C32 1.432
32 C -0.2800 -3.0042 -3.4056  O31 1.432, H38 1.091, H39 1.091, H40 1.084
33 O -3.5402 -4.4347 -4.5748  P29 1.574, C34 1.437
34 C -4.3618 -5.0800 -5.5613  O33 1.437, H41 1.087, H42 1.089, H43 1.087
35 H 0.4926 -6.4611 -4.8478  C27 1.088
36 H -0.4205 -6.5231 -6.3735  C27 1.088
37 H 0.3383 -5.0063 -5.8662  C27 1.088
38 H 0.2283 -2.7579 -4.3389  C32 1.091
39 H 0.2313 -3.8280 -2.9045  C32 1.091
40 H -0.2814 -2.1299 -2.7653  C32 1.084
41 H -4.7810 -5.9786 -5.1149  C34 1.087
42 H -3.7889 -5.3430 -6.4497  C34 1.089
43 H -5.1597 -4.3967 -5.8415  C34 1.087
44 C -3.2680 -1.6920 3.1500  O45 1.434, H52 1.088, H53 1.089, H54 1.089
45 O -4.1608 -1.8560 2.0395  C44 1.434, P46 1.592
46 P -3.8159 -1.2163 0.6225  O45 1.592, O47 1.468, O48 1.577, O50 1.566
47 O -2.3735 -1.0365 0.4207  P46 1.468
48 O -4.7007 0.0828 0.4885  P46 1.577, C49 1.431
49 C -4.4477 1.1773 1.3746  O48 1.431, H55 1.091, H56 1.090, H57 1.086
50 O -4.5795 -2.1281 -0.3957  P46 1.566, C51 1.441
51 C -4.0368 -3.4252 -0.7093  O50 1.441, H58 1.087, H59 1.090, H60 1.087
52 H -3.8755 -1.5007 4.0316  C44 1.088
53 H -2.6982 -2.6089 3.2907  C44 1.089
54 H -2.5757 -0.8668 2.9913  C44 1.089
55 H -3.3811 1.2797 1.5810  C49 1.091
56 H -4.9974 1.0339 2.3050  C49 1.090
57 H -4.8008 2.0771 0.8794  C49 1.086
58 H -4.7999 -4.1673 -0.4865  C51 1.087
59 H -3.1399 -3.6339 -0.1264  C51 1.090
60 H -3.7887 -3.4477 -1.7672  C51 1.087
61 C 5.3152 4.7382 4.8593  O62 1.434, H69 1.088, H70 1.089, H71 1.088
62 O 4.2441 5.6658 5.0794  C61 1.434, P63 1.595
63 P 2.8082 5.1369 5.5298  O62 1.595, O64 1.465, O65 1.575, O67 1.573
64 O 2.8725 3.8629 6.2506  P63 1.465
65 O 1.8932 5.1773 4.2483  P63 1.575, C66 1.437
66 C 2.2061 4.2844 3.1672  O65 1.437, H72 1.088, H73 1.091, H74 1.084
67 O 2.1991 6.3733 6.2882  P63 1.573, C68 1.434
68 C 2.6832 6.6674 7.6060  O67 1.434, H75 1.088, H76 1.090, H77 1.088
69 H 5.8484 5.0611 3.9677  C61 1.088
70 H 5.9879 4.7559 5.7151  C61 1.089
71 H 4.9457 3.7234 4.7238  C61 1.088
72 H 2.5783 3.3308 3.5369  C66 1.088
73 H 2.9413 4.7510 2.5104  C66 1.091
74 H 1.2902 4.1053 2.6149  C66 1.084
75 H 3.0547 7.6896 7.6082  C68 1.088
76 H 3.4799 5.9862 7.9033  C68 1.090
77 H 1.8552 6.5726 8.3047  C68 1.088

The calculation puts the LUMO energy at 0.0153 hartree. As for the SMILES: CC[C@H](Cl)N(CCCO)S(=O)(=O)F.COP(=O)(OC)OC.COP(=O)(OC)OC.COP(=O)(OC)OC. The frontier orbital gap is 10.62 eV.


# 2
Density functional theory data (ωB97M-V/def2-TZVPD) for a cluster of 8 separate species, C15H40F12N6O8P2 in total in a non-equilibrium geometry.

Bonds (Å) are listed after each position.
Geometry (Å):
1 C -1.7590 -3.5604 -0.2685  C2 1.527, H8 1.090, H9 1.090, H10 1.090
2 C -2.2276 -4.6302 -1.2521  C1 1.527, O3 1.233, N4 1.578
3 O -2.3957 -4.4223 -2.4555  C2 1.233
4 N -2.6077 -6.0771 -0.7514  C2 1.578, H5 1.010, H6 1.010, C7 1.552
5 H -2.4027 -6.7914 -1.4353  N4 1.010
6 H -2.1501 -6.2494 0.1324  N4 1.010
7 C -4.1228 -6.1628 -0.4268  N4 1.552, H11 1.090, H12 1.090, H13 1.090
8 H -2.5067 -3.6189 0.5225  C1 1.090
9 H -1.6306 -2.5359 -0.6177  C1 1.090
10 H -0.8007 -3.7332 0.2212  C1 1.090
11 H -4.6762 -5.7107 -1.2499  C7 1.090
12 H -4.4091 -5.5935 0.4575  C7 1.090
13 H -4.3369 -7.2162 -0.2459  C7 1.090
14 C 2.2840 -2.1634 1.6335  C15 1.511, H21 1.090, H22 1.090, H23 1.090
15 C 3.6134 -2.5303 2.2506  C14 1.511, O16 1.216, N17 1.560
16 O 3.9151 -2.3079 3.4073  C15 1.216
17 N 4.5370 -3.1944 1.1831  C15 1.560, H18 1.010, H19 1.010, C20 1.509
18 H 5.0289 -4.0042 1.5330  N17 1.010
19 H 4.0173 -3.7410 0.5113  N17 1.010
20 C 5.5951 -2.2514 0.6646  N17 1.509, H24 1.090, H25 1.090, H26 1.090
21 H 2.1183 -2.2806 0.5626  C14 1.090
22 H 2.1364 -1.1188 1.9078  C14 1.090
23 H 1.5977 -2.7598 2.2347  C14 1.090
24 H 6.3308 -2.0380 1.4401  C20 1.090
25 H 5.1857 -1.3257 0.2604  C20 1.090
26 H 6.1234 -2.6774 -0.1884  C20 1.090
27 C 6.3350 2.1234 3.2103  C28 1.468, H34 1.090, H35 1.090, H36 1.090
28 C 5.0519 1.7847 3.8374  C27 1.468, O29 1.211, N30 1.514
29 O 4.7809 0.8148 4.5096  C28 1.211
30 N 3.9073 2.7560 3.6432  C28 1.514, H31 1.010, H32 1.010, C33 1.528
31 H 3.7692 3.2565 4.5096  N30 1.010
32 H 4.0625 3.4757 2.9518  N30 1.010
33 C 2.5571 2.0861 3.3906  N30 1.528, H37 1.090, H38 1.090, H39 1.090
34 H 6.8444 1.1830 2.9998  C27 1.090
35 H 6.9876 2.5613 3.9655  C27 1.090
36 H 6.2745 2.7715 2.3360  C27 1.090
37 H 2.6490 1.5327 2.4561  C33 1.090
38 H 1.7609 2.8185 3.2572  C33 1.090
39 H 2.3559 1.4321 4.2390  C33 1.090
40 C -4.0827 1.8739 2.2607  C41 1.594, H47 1.090, H48 1.090, H49 1.090
41 C -2.6961 1.3412 2.8383  C40 1.594, O42 1.241, N43 1.523
42 O -1.9772 2.0986 3.5092  C41 1.241
43 N -2.4299 -0.1208 2.5049  C41 1.523, H44 1.010, H45 1.010, C46 1.565
44 H -2.9845 -0.3844 1.7030  N43 1.010
45 H -1.4803 -0.1438 2.1619  N43 1.010
46 C -2.4573 -1.0541 3.7612  N43 1.565, H50 1.090, H51 1.090, H52 1.090
47 H -4.8514 1.1035 2.1986  C40 1.090
48 H -4.0834 2.1733 1.2126  C40 1.090
49 H -4.4853 2.7277 2.8058  C40 1.090
50 H -1.5813 -0.6445 4.2642  C46 1.090
51 H -2.4927 -2.0692 3.3658  C46 1.090
52 H -3.3251 -0.6439 4.2776  C46 1.090
53 C -2.7423 3.5151 -2.4215  C54 1.548, H60 1.090, H61 1.090, H62 1.090
54 C -3.7265 3.7505 -3.5924  C53 1.548, O55 1.226, N56 1.513
55 O -4.7220 3.0797 -3.8394  C54 1.226
56 N -3.1973 4.8423 -4.4967  C54 1.513, H57 1.010, H58 1.010, C59 1.556
57 H -2.2107 4.9356 -4.3013  N56 1.010
58 H -3.3394 4.6382 -5.4756  N56 1.010
59 C -3.8740 6.2083 -4.1841  N56 1.556, H63 1.090, H64 1.090, H65 1.090
60 H -1.6787 3.7380 -2.5061  C53 1.090
61 H -2.8894 2.5370 -1.9634  C53 1.090
62 H -3.0291 4.2827 -1.7027  C53 1.090
63 H -3.5082 6.4111 -3.1775  C59 1.090
64 H -4.9521 6.0546 -4.1382  C59 1.090
65 H -3.5133 7.0156 -4.8215  C59 1.090
66 P -0.5735 1.2875 -4.8773  F67 1.620, F68 1.605, F69 1.609, F70 1.624, F71 1.616, F72 1.613
67 F 0.7065 2.0190 -5.5478  P66 1.620
68 F -1.5920 2.4455 -5.3226  P66 1.605
69 F -0.8923 0.5509 -6.2723  P66 1.609
70 F -1.7287 0.3755 -4.1906  P66 1.624
71 F 0.4420 0.0784 -4.5333  P66 1.616
72 F -0.1058 2.0187 -3.5172  P66 1.613
73 P -0.0225 0.4152 -0.0830  F74 1.624, F75 1.585, F76 1.635, F77 1.624, F78 1.648, F79 1.644
74 F 0.2987 0.9428 1.4190  P73 1.624
75 F -0.2214 -1.0327 0.5312  P73 1.585
76 F -1.5757 0.8963 0.0871  P73 1.635
77 F -0.3781 -0.1817 -1.5510  P73 1.624
78 F 0.3063 1.9265 -0.6524  P73 1.648
79 F 1.5433 0.0596 -0.4377  P73 1.644
80 N 3.0806 -2.2306 -2.6770  O81 1.240, O82 1.208, O83 1.257
81 O 3.5560 -2.5488 -1.5771  N80 1.240
82 O 2.8720 -1.0569 -2.8733  N80 1.208
83 O 2.8012 -3.1330 -3.5057  N80 1.257

The expectation value of S² is 0.758. As for the charge: +3. The calculation puts the LUMO energy (spin up / spin down) at -0.2674 / -0.3660 hartree. The frontier orbital gap (spin up / spin down) is 7.93 / 5.24 eV. As for the spin multiplicity: 2.


# 3
Density functional theory data (ωB97M-V/def2-TZVPD) for a cluster of 8 separate species, C15H40F6N7O11P in total in a non-equilibrium geometry.

Bonds (Å) are listed after each position.
Geometry (Å):
1 C -1.3512 -4.6121 0.2019  C2 1.506, H8 1.092, H9 1.091, H10 1.087
2 C -0.2327 -4.8917 -0.7668  C1 1.506, O3 1.174, N4 1.533
3 O -0.2457 -5.7035 -1.6145  C2 1.174
4 N 1.0147 -4.0292 -0.5449  C2 1.533, H5 1.029, H6 1.025, C7 1.529
5 H 0.7333 -3.0927 -0.2241  N4 1.029
6 H 1.5793 -4.3280 0.2569  N4 1.025
7 C 1.9974 -3.8857 -1.7071  N4 1.529, H11 1.085, H12 1.085, H13 1.084
8 H -1.4544 -3.5357 0.3524  C1 1.092
9 H -1.1728 -5.0387 1.1900  C1 1.091
10 H -2.2779 -4.9975 -0.2151  C1 1.087
11 H 1.4100 -3.6747 -2.5951  C7 1.085
12 H 2.4559 -4.8664 -1.7857  C7 1.085
13 H 2.6590 -3.0689 -1.4411  C7 1.084
14 C -4.7535 0.1785 2.6992  C15 1.491, H21 1.092, H22 1.092, H23 1.088
15 C -4.2553 0.6113 1.3618  C14 1.491, O16 1.178, N17 1.541
16 O -4.5136 1.6336 0.8363  C15 1.178
17 N -3.4301 -0.4219 0.5704  C15 1.541, H18 1.032, H19 1.022, C20 1.502
18 H -2.4399 -0.3986 0.8608  N17 1.032
19 H -3.7669 -1.3386 0.8710  N17 1.022
20 C -3.4456 -0.1127 -0.8996  N17 1.502, H24 1.083, H25 1.088, H26 1.087
21 H -3.9108 -0.1566 3.3073  C14 1.092
22 H -5.4964 -0.6219 2.6999  C14 1.092
23 H -5.2764 1.0359 3.1169  C14 1.088
24 H -3.0537 0.8754 -1.1043  C20 1.083
25 H -4.4797 -0.1699 -1.2338  C20 1.088
26 H -2.9183 -0.9358 -1.3758  C20 1.087
27 C -0.3272 1.0138 -3.3637  C28 1.494, H34 1.094, H35 1.095, H36 1.086
28 C -0.4960 -0.2328 -4.1694  C27 1.494, O29 1.188, N30 1.510
29 O -1.1749 -1.0912 -3.7070  C28 1.188
30 N 0.4271 -0.4031 -5.3526  C28 1.510, H31 1.027, H32 1.026, C33 1.525
31 H 0.4109 0.4653 -5.9012  N30 1.027
32 H 1.4079 -0.3669 -5.0539  N30 1.026
33 C 0.1373 -1.6319 -6.2072  N30 1.525, H37 1.086, H38 1.087, H39 1.085
34 H -0.1174 1.9396 -3.9082  C27 1.094
35 H 0.5063 0.8558 -2.6716  C27 1.095
36 H -1.2061 1.2711 -2.7796  C27 1.086
37 H 0.4227 -2.4897 -5.6058  C33 1.086
38 H 0.7163 -1.6588 -7.1267  C33 1.087
39 H -0.9266 -1.5886 -6.4177  C33 1.085
40 C -1.6225 3.5541 1.5644  C41 1.498, H47 1.096, H48 1.084, H49 1.093
41 C -0.8742 3.3256 2.8413  C40 1.498, O42 1.180, N43 1.528
42 O -0.9233 4.0818 3.7462  C41 1.180
43 N 0.1442 2.1872 2.8733  C41 1.528, H44 1.030, H45 1.023, C46 1.504
44 H 0.0612 1.5064 2.1046  N43 1.030
45 H 1.0065 2.6925 2.6562  N43 1.023
46 C 0.3637 1.4460 4.1637  N43 1.504, H50 1.087, H51 1.084, H52 1.085
47 H -0.9512 3.7693 0.7248  C40 1.096
48 H -2.2927 4.4028 1.6405  C40 1.084
49 H -2.0738 2.6143 1.2366  C40 1.093
50 H 0.7293 2.1321 4.9234  C46 1.087
51 H 1.0456 0.6201 3.9933  C46 1.084
52 H -0.6270 1.1190 4.4620  C46 1.085
53 C 4.7990 3.5854 1.1892  C54 1.479, H60 1.091, H61 1.094, H62 1.091
54 C 4.5412 2.1358 1.0525  C53 1.479, O55 1.183, N56 1.514
55 O 5.0575 1.3060 1.7199  C54 1.183
56 N 3.6286 1.7278 -0.0847  C54 1.514, H57 1.040, H58 1.034, C59 1.506
57 H 2.7885 1.3005 0.3544  N56 1.040
58 H 3.2585 2.5798 -0.5384  N56 1.034
59 C 4.1550 0.6629 -1.0111  N56 1.506, H63 1.086, H64 1.085, H65 1.088
60 H 5.5121 3.7132 2.0043  C53 1.091
61 H 4.0299 4.2572 1.5825  C53 1.094
62 H 5.1483 4.0142 0.2490  C53 1.091
63 H 5.2371 0.7173 -0.9368  C59 1.086
64 H 3.7517 0.7527 -2.0147  C59 1.085
65 H 3.8284 -0.3100 -0.6505  C59 1.088
66 P -1.3284 -1.9378 3.3234  F67 1.645, F68 1.634, F69 1.618, F70 1.604, F71 1.644, F72 1.630
67 F -1.3640 -0.3884 2.7717  P66 1.645
68 F -1.9622 -1.3373 4.7049  P66 1.634
69 F -2.7823 -2.1785 2.6552  P66 1.618
70 F -1.3141 -3.4184 3.9413  P66 1.604
71 F -0.5660 -2.4488 1.9599  P66 1.644
72 F 0.1328 -1.6792 3.9985  P66 1.630
73 N 0.9483 3.4526 -1.2578  O74 1.253, O75 1.264, O76 1.231
74 O 0.9384 2.8877 -0.1398  N73 1.253
75 O 2.0235 3.3386 -1.9122  N73 1.264
76 O 0.0138 4.1328 -1.6800  N73 1.231
77 N 0.5865 -0.2072 0.2936  O78 1.268, O79 1.240, O80 1.253
78 O 1.4708 0.3320 1.0247  N77 1.268
79 O -0.5919 0.1677 0.3847  N77 1.240
80 O 0.9178 -1.1465 -0.4667  N77 1.253

As for the charge: +2. The calculation puts the LUMO energy at -0.2223 hartree. The frontier orbital gap is 7.72 eV. The calculation puts the energy relative to the best compared isomer or geometry (same formula, charge and spin) at 7.6 kcal/mol.


no.,DFT total energy (a.u.)
1,-3761.467169
2,-3406.230820
3,-2746.436680